P.
{
  "formula": "C5H12NO",
  "method": "wB97M-V/def2-TZVPD",
  "symbols": ["C", "C", "N", "C", "C", "C", "O", "H", "H", "H", "H", "H", "H", "H", "H", "H", "H", "H", "H"],
  "coordinates": [[1.3547, -1.6634, -2.0831], [1.3411, -0.6681, -0.8161], [-0.0200, -0.0997, -0.7597], [0.7726, 0.7960, 1.5388], [-0.1416, 0.8768, 0.3421], [-1.5689, 1.0773, 0.8956], [-2.1477, -0.1275, 0.8510], [0.8971, -1.1681, -2.8975], [0.8155, -2.5412, -1.7750], [2.3891, -1.9716, -2.2931], [1.9263, 0.1796, -1.0963], [1.6689, -1.1570, 0.0842], [-0.7433, -0.8067, -0.4777], [0.7746, 1.4578, 2.3555], [0.4392, -0.1574, 2.1138], [1.8485, 0.4929, 1.4146], [0.3007, 1.6753, -0.2146], [-1.5160, 1.5548, 1.9125], [-2.0261, 1.6490, 0.1193]],
  "mulliken_charge": [-1.27, -0.42, -0.37, -1.52, 0.12, -0.23, -0.41, 0.38, 0.33, 0.37, 0.38, 0.30, 0.34, 0.43, 0.33, 0.32, 0.32, 0.28, 0.31],
  "lumo_ev": [1.01, -1.59],
  "homo_lumo_gap_ev": [10.11, 7.51],
  "multiplicity": 2,
  "homo_energy_ha": [-0.33429, -0.33437]
}

---

Q.
{
  "formula": "C5H12NO",
  "method": "wB97M-V/def2-TZVPD",
  "symbols": ["O", "C", "C", "C", "C", "C", "N", "H", "H", "H", "H", "H", "H", "H", "H", "H", "H", "H", "H"],
  "coordinates": [[3.0790, 0.5839, 0.8908], [2.1314, -0.1140, 0.6482], [0.9724, 0.2581, -0.3108], [-0.3346, 0.4139, 0.4941], [-1.2774, 1.4593, -0.1586], [-1.2177, -0.8509, 0.7949], [0.7473, -0.8584, -1.3391], [1.9658, -1.1100, 1.1088], [1.1188, 1.1535, -0.9086], [-0.1120, 0.7299, 1.5191], [-2.1187, 1.5185, 0.5501], [-1.7087, 1.1489, -1.1065], [-0.8803, 2.4703, -0.0509], [-0.5253, -1.6093, 1.1636], [-1.7617, -1.1736, -0.0881], [-1.9925, -0.5474, 1.4952], [1.3466, -0.8983, -2.1835], [0.8131, -1.7806, -0.8353], [-0.2455, -0.7938, -1.6834]],
  "mulliken_charge": [-0.47, -0.35, -0.66, 0.66, -1.46, -1.73, -1.33, 0.23, 0.30, 0.30, 0.43, 0.33, 0.39, 0.37, 0.43, 0.47, 0.88, 0.74, 0.46],
  "lumo_ev": [0.65, 0.44],
  "homo_lumo_gap_ev": [4.65, 9.66],
  "multiplicity": 2,
  "homo_energy_ha": [-0.14731, -0.33883]
}

---

Most favorable structure: P. The second most favorable one is 0.089 eV above it.

---

P.
{
  "formula": "C7H15NO2S",
  "method": "wB97M-V/def2-TZVPD",
  "symbols": ["C", "C", "C", "N", "C", "C", "C", "S", "O", "O", "C", "H", "H", "H", "H", "H", "H", "H", "H", "H", "H", "H", "H", "H", "H", "H"],
  "coordinates": [[4.0771, 1.1779, 0.0322], [2.8205, 0.4551, 0.5334], [2.4483, -0.5127, -0.6335], [1.4860, -1.5365, -0.3361], [0.1038, -1.0867, -0.1701], [-0.2660, -0.8117, 1.3524], [-1.7410, -0.4292, 1.3754], [-2.0108, 0.4065, -0.1861], [-3.0869, -0.3096, -0.8904], [-1.9907, 1.8476, 0.1359], [-0.3894, 0.1335, -0.9729], [4.3085, 1.9883, 0.6918], [4.9394, 0.4962, -0.0639], [3.8470, 1.6123, -0.9738], [3.1227, -0.0879, 1.4708], [2.0704, 1.1899, 0.8146], [2.0988, 0.0926, -1.4557], [3.3651, -1.0128, -0.8646], [1.4425, -2.2106, -1.1382], [-0.4864, -1.9279, -0.5530], [0.3281, 0.0239, 1.7028], [-0.0431, -1.6524, 2.0252], [-2.4654, -1.2869, 1.3272], [-2.0681, 0.1987, 2.2162], [-0.6292, -0.0515, -2.0308], [0.2423, 1.0193, -0.9029]],
  "mulliken_charge": [-1.37, -0.04, -0.85, -0.41, -0.27, -0.66, -0.67, 1.19, -0.67, -0.68, -0.81, 0.40, 0.34, 0.33, 0.25, 0.24, 0.32, 0.53, 0.32, 0.47, 0.15, 0.40, 0.32, 0.42, 0.34, 0.40],
  "lumo_ev": 0.69,
  "homo_lumo_gap_ev": 10.12,
  "homo_energy_ha": -0.34635,
  "smiles": "CCCN[C@H]1CCS(=O)(=O)C1"
}

---

Q.
{
  "formula": "C7H15NO2S",
  "method": "wB97M-V/def2-TZVPD",
  "symbols": ["C", "C", "C", "C", "C", "C", "C", "N", "O", "O", "S", "H", "H", "H", "H", "H", "H", "H", "H", "H", "H", "H", "H", "H", "H", "H"],
  "coordinates": [[-0.0271, 1.9619, -0.3014], [0.1669, 0.5394, -0.6607], [1.1300, 1.1744, 0.2493], [0.9549, 1.1322, 1.7484], [2.5626, 1.2013, -0.2277], [-2.5433, -0.5134, 0.2100], [-0.9057, -3.0975, -0.7310], [-1.2643, -0.6712, 0.7674], [0.7396, -2.0971, 1.1089], [-1.5133, -2.8627, 1.7433], [-0.6876, -2.1926, 0.8368], [-0.0332, 2.6406, -1.1933], [-0.8016, 2.3114, 0.2794], [0.1243, -0.0612, -1.5008], [0.9368, 2.1052, 2.0914], [1.9446, 0.6639, 2.1839], [0.1325, 0.6066, 2.1161], [3.0089, 0.2139, -0.3451], [3.0651, 1.6543, 0.4943], [2.5148, 1.8003, -1.0716], [-2.7371, -0.5285, -0.9470], [-3.0793, -1.4651, 0.7120], [-2.9469, 0.2988, 0.6211], [0.1525, -3.2409, -1.0827], [-1.6076, -3.8325, -0.4412], [-1.2874, -2.4541, -1.5570]],
  "mulliken_charge": [-1.33, -0.17, 2.00, -1.84, -1.98, -1.13, -1.07, -0.24, -0.68, -0.69, 1.22, 0.26, 0.26, 0.59, 0.54, 0.34, 0.42, 0.29, 0.60, 0.52, 0.22, 0.37, 0.45, 0.34, 0.44, 0.27],
  "lumo_ev": [-0.58, -0.58],
  "homo_lumo_gap_ev": [8.29, 8.28],
  "homo_energy_ha": [-0.32600, -0.32580]
}

---

R.
{
  "formula": "C7H15NO2S",
  "method": "wB97M-V/def2-TZVPD",
  "symbols": ["C", "C", "S", "C", "C", "N", "C", "C", "C", "O", "O", "H", "H", "H", "H", "H", "H", "H", "H", "H", "H", "H", "H", "H", "H", "H"],
  "coordinates": [[-3.0273, 1.4167, 0.5575], [-1.9955, 1.5756, -0.4737], [-2.7410, 0.7612, -1.9595], [-0.4521, 0.9512, -0.0805], [0.3388, 0.2008, -1.1221], [1.4045, -0.3229, -0.3515], [2.4772, -0.7945, -1.0450], [0.9788, -0.9769, 0.8251], [1.8999, -0.9377, 1.9891], [0.4848, -2.3112, 0.6143], [-0.3426, -0.0761, 0.9738], [-3.9293, 1.7614, 0.2469], [-3.1285, 0.3760, 0.8733], [-2.8329, 1.9778, 1.5773], [-2.0025, 2.6588, -0.8031], [-2.9798, -0.3100, -1.2851], [0.0506, 1.8523, 0.2379], [-0.2788, -0.5367, -1.6380], [0.6637, 0.8952, -1.8648], [2.6081, -0.2930, -2.0375], [3.4472, -0.7850, -0.5818], [2.3118, -1.8573, -1.2873], [1.3713, -0.8336, 3.0568], [2.5581, -1.9011, 2.0507], [2.6281, -0.0413, 1.8600], [0.4873, -2.4495, -0.3329]],
  "mulliken_charge": [-1.44, 0.03, -0.21, 0.19, -1.02, -0.02, -0.96, 0.92, -1.35, -0.56, -0.48, 0.49, 0.35, 0.28, 0.36, 0.12, 0.24, 0.32, 0.49, 0.34, 0.27, 0.36, 0.30, 0.31, 0.30, 0.39],
  "lumo_ev": 0.72,
  "homo_lumo_gap_ev": 9.46,
  "homo_energy_ha": -0.32122,
  "smiles": "C[C@H](S)[C@@H]1CN(C)[C@](C)(O)O1"
}

---

Most favorable structure: P. The second most favorable one is 1.579 eV above it.

---

P.
{
  "formula": "C6H14NO",
  "method": "wB97M-V/def2-TZVPD",
  "symbols": ["C", "C", "C", "O", "C", "N", "C", "C", "H", "H", "H", "H", "H", "H", "H", "H", "H", "H", "H", "H", "H", "H"],
  "coordinates": [[-1.2137, 0.0882, -0.3415], [-1.3709, -0.1891, -1.8649], [-0.7044, 0.8719, -2.7880], [0.6115, 0.7401, -3.0370], [0.0396, 0.8797, 0.0404], [0.6630, 0.6152, 1.3371], [1.2186, -0.7523, 1.3855], [1.6003, -1.1129, 2.8149], [-2.1137, 0.6551, -0.1059], [-1.3850, -0.8663, 0.1628], [-2.4215, -0.0827, -2.0960], [-0.9145, -1.1349, -2.1458], [-0.8598, 1.8957, -2.3974], [-1.3067, 0.8485, -3.6871], [0.8145, 0.7875, -0.6763], [-0.2666, 1.9308, 0.0092], [-0.0434, 0.6930, 2.0622], [0.4350, -1.4582, 1.0928], [2.0665, -0.7722, 0.7046], [1.9776, -0.2518, 3.3671], [2.4058, -1.8520, 2.7831], [0.7678, -1.5332, 3.3803]],
  "mulliken_charge": [-0.38, -0.59, -0.46, -0.35, -1.02, -0.40, -0.12, -1.31, 0.34, 0.34, 0.33, 0.33, 0.32, 0.39, 0.49, 0.31, 0.29, 0.19, 0.29, 0.35, 0.36, 0.33],
  "lumo_ev": [1.07, -1.44],
  "homo_lumo_gap_ev": [9.89, 7.37],
  "multiplicity": 2,
  "homo_energy_ha": [-0.32398, -0.32376]
}

---

Q.
{
  "formula": "C6H14NO",
  "method": "wB97M-V/def2-TZVPD",
  "symbols": ["C", "N", "C", "C", "C", "O", "C", "C", "H", "H", "H", "H", "H", "H", "H", "H", "H", "H", "H", "H", "H", "H"],
  "coordinates": [[1.9107, 0.0000, -0.6240], [0.4775, -0.0080, -0.8473], [-0.4139, 0.3530, 0.2906], [-1.8365, 0.1724, -0.2942], [-2.5758, 1.5065, 0.2193], [-2.6197, 1.6141, 1.5384], [-0.1436, -0.3891, 1.5989], [2.5625, -1.3192, -1.0384], [2.1505, 0.2143, 0.4052], [2.4340, 0.8021, -1.2121], [0.2333, -0.8453, -1.3589], [-0.1778, 1.4086, 0.5267], [-2.3279, -0.6815, 0.1989], [-1.9150, 0.0888, -1.3631], [-3.6147, 1.3473, -0.1632], [-2.0346, 2.3514, -0.2306], [0.1279, -1.4333, 1.4827], [0.6364, 0.1562, 2.1507], [-0.9710, -0.2019, 2.2803], [2.2084, -2.2115, -0.5192], [3.6620, -1.4315, -0.9512], [2.2273, -1.4935, -2.0896]],
  "mulliken_charge": [-0.26, -0.31, 0.34, -0.69, -0.43, -0.38, -1.46, -1.23, 0.24, 0.25, 0.25, 0.20, 0.33, 0.39, 0.33, 0.34, 0.26, 0.40, 0.46, 0.31, 0.36, 0.30],
  "lumo_ev": [1.09, -1.48],
  "homo_lumo_gap_ev": [9.69, 7.11],
  "multiplicity": 2,
  "homo_energy_ha": [-0.31586, -0.31583]
}

---

Most favorable structure: P. The second most favorable one is 0.191 eV above it.

---

P.
{
  "formula": "C3H8N3",
  "method": "wB97M-V/def2-TZVPD",
  "symbols": ["C", "C", "C", "N", "N", "N", "H", "H", "H", "H", "H", "H", "H", "H"],
  "coordinates": [[0.8443, -0.6262, 0.0995], [0.7958, 0.5609, -0.8331], [-0.6732, 0.9420, -0.6161], [2.1489, -1.5682, 0.0171], [-0.3004, -0.8276, 0.8783], [-1.3119, 0.1700, 0.5337], [1.6170, 1.2590, -0.4145], [1.0168, 0.4177, -1.9142], [-0.8057, 2.0180, -0.4819], [-1.1983, 0.8494, -1.5201], [1.8760, -2.3888, 0.6877], [-0.1508, -1.0522, 1.8058], [-1.6286, 0.6455, 1.4572], [-2.2299, -0.3995, 0.3007]],
  "mulliken_charge": [0.02, -0.30, -0.50, -0.36, -0.30, -0.09, 0.25, 0.31, 0.31, 0.31, 0.28, 0.23, 0.43, 0.42],
  "total_charge": 1,
  "lumo_ev": [-4.05, -5.47],
  "homo_lumo_gap_ev": [6.83, 9.79],
  "multiplicity": 3,
  "homo_energy_ha": [-0.39988, -0.56065]
}

---

Q.
{
  "formula": "C3H8N3",
  "method": "wB97M-V/def2-TZVPD",
  "symbols": ["C", "C", "C", "N", "N", "N", "H", "H", "H", "H", "H", "H", "H", "H"],
  "coordinates": [[-1.4028, 0.0732, -1.0328], [0.1501, -0.0098, -1.0842], [1.4550, -0.3500, 1.4283], [-0.8874, 0.3840, 1.2388], [-1.7806, 0.3711, 0.3216], [0.2429, 0.0991, 0.8185], [-1.7384, 0.8386, -1.8210], [-1.9742, -0.8113, -1.1426], [0.6868, -0.9725, -1.1018], [0.5798, 0.9842, -1.2112], [1.5982, 0.2990, 2.3988], [2.3906, -0.2141, 0.9946], [1.2872, -1.3974, 1.5346], [-2.7080, 0.7724, 0.4966]],
  "mulliken_charge": [-0.40, -0.36, -0.74, -0.91, 0.29, 0.48, 0.28, 0.32, 0.37, 0.34, 0.30, 0.33, 0.38, 0.31],
  "total_charge": 1,
  "lumo_ev": [-3.92, -7.63],
  "homo_lumo_gap_ev": [7.48, 7.37],
  "multiplicity": 3,
  "homo_energy_ha": [-0.41912, -0.55133]
}

---

Most favorable structure: P. The second most favorable one is 0.553 eV above it.

---

P.
{
  "formula": "C8H12N3",
  "method": "wB97M-V/def2-TZVPD",
  "symbols": ["C", "C", "C", "C", "C", "C", "C", "C", "N", "N", "N", "H", "H", "H", "H", "H", "H", "H", "H", "H", "H", "H", "H"],
  "coordinates": [[-2.3866, 2.4966, 0.7534], [-3.5347, 1.7948, 0.3722], [-1.1471, 1.9417, 0.5224], [-3.3814, 0.5739, -0.2258], [-0.9857, 0.6846, -0.0972], [1.2682, -0.0173, -2.5081], [1.5951, -0.1059, -1.2730], [1.4288, -1.3378, 0.8348], [-2.1421, 0.0855, -0.4349], [2.3200, -1.8939, 1.7444], [2.0594, -0.3428, -0.1263], [-2.4819, 3.4635, 1.2231], [-4.5171, 2.2034, 0.5471], [-0.2587, 2.4826, 0.8217], [-4.2199, -0.0260, -0.5449], [1.8577, -0.4968, -3.2789], [0.4194, 0.5557, -2.8437], [0.9769, -2.1124, 0.2108], [0.6323, -0.7646, 1.3317], [2.9927, -2.5442, 1.3647], [2.7263, -1.2715, 2.4265], [-2.0780, -0.8232, -0.8843], [2.7358, 0.2934, 0.2857]],
  "mulliken_charge": [-0.21, -0.52, -0.58, -0.28, -0.13, -0.74, 0.60, -0.29, -0.01, -0.52, -0.13, 0.39, 0.40, 0.34, 0.38, 0.29, 0.32, 0.33, 0.29, 0.26, 0.24, 0.27, 0.31],
  "total_charge": 1,
  "lumo_ev": -3.26,
  "homo_lumo_gap_ev": 8.39,
  "homo_energy_ha": -0.42791
}

---

Q.
{
  "formula": "C8H12N3",
  "method": "wB97M-V/def2-TZVPD",
  "symbols": ["C", "C", "C", "C", "C", "C", "C", "N", "C", "N", "N", "H", "H", "H", "H", "H", "H", "H", "H", "H", "H", "H", "H"],
  "coordinates": [[3.1164, -1.7739, 0.8370], [1.9078, -1.8971, 0.0597], [0.9175, -1.5571, -0.5497], [-0.2379, -1.5068, -1.3093], [-1.2023, -0.5690, -1.4359], [-1.2632, 0.6031, -0.5427], [-1.8297, 1.7420, -1.2256], [-2.0724, 0.2840, 0.6311], [-1.5087, 0.5616, 1.7245], [-0.0995, 0.8302, 1.5711], [0.2518, 1.0625, 0.2542], [3.0008, -1.7102, 1.8783], [3.6068, -0.9034, 0.5341], [3.9295, -2.4672, 0.5829], [-0.1905, -2.4304, -1.8926], [-2.0133, -0.5943, -2.0645], [-1.5899, 2.6929, -0.6299], [-2.9402, 1.7949, -1.2593], [-1.6578, 1.7443, -2.2908], [-1.9306, 0.4679, 2.8258], [0.5036, 1.2270, 2.2900], [0.8452, 0.3862, -0.0715], [0.4568, 2.0128, 0.0828]],
  "mulliken_charge": [-1.33, 1.28, -0.90, -0.76, -0.88, 1.70, -1.66, -0.40, -0.03, -0.33, 0.09, 0.35, 0.38, 0.36, 0.36, 0.58, 0.33, 0.38, 0.44, 0.35, 0.25, 0.04, 0.40],
  "total_charge": 1,
  "lumo_ev": -3.28,
  "homo_lumo_gap_ev": 9.55,
  "homo_energy_ha": -0.47148,
  "smiles": "CC#C/C=C\\[C@@]1(C)N=CN[NH2+]1"
}

---

Most favorable structure: P. The second most favorable one is 1.780 eV above it.

---

P.
{
  "formula": "C6H10O4",
  "method": "wB97M-V/def2-TZVPD",
  "symbols": ["O", "C", "C", "O", "C", "C", "O", "C", "C", "O", "H", "H", "H", "H", "H", "H", "H", "H", "H", "H"],
  "coordinates": [[1.1809, 0.5804, 1.6874], [1.1626, 0.7834, 0.2465], [-0.0006, 1.6840, -0.0367], [-1.0536, 1.7705, 0.9353], [-1.2867, 1.0514, -0.2435], [-1.3597, -0.4448, -0.1945], [-1.0614, -0.7334, 1.2434], [-0.2460, -0.9249, -1.1644], [1.1294, -0.6332, -0.4944], [1.4337, -1.6139, 0.4851], [0.1960, 0.0895, 1.7888], [2.0900, 1.5114, 0.0286], [0.3342, 2.5171, -0.7705], [-2.0505, 1.4622, -0.8515], [-2.4123, -0.9401, -0.4364], [-0.6237, -1.8135, 1.2145], [-0.4655, -0.6273, -2.2278], [-0.3337, -2.0544, -1.2208], [1.8192, -0.6040, -1.3531], [1.5477, -1.0606, 1.3643]],
  "mulliken_charge": [-0.74, -0.05, 0.12, -0.46, -0.59, 0.01, -0.68, -0.75, -0.33, -0.70, 0.54, 0.36, 0.28, 0.58, 0.30, 0.45, 0.39, 0.34, 0.41, 0.51],
  "lumo_ev": 0.64,
  "homo_lumo_gap_ev": 10.68,
  "homo_energy_ha": -0.36900,
  "smiles": "O[C@@H]1[C@@H]2O[C@@H]2[C@H](O)C[C@@H]1O"
}

---

Q.
{
  "formula": "C6H10O4",
  "method": "wB97M-V/def2-TZVPD",
  "symbols": ["C", "C", "C", "C", "O", "C", "O", "O", "C", "O", "H", "H", "H", "H", "H", "H", "H", "H", "H", "H"],
  "coordinates": [[-2.5723, -0.6433, -0.1994], [-1.2244, -0.0434, 0.0412], [-1.1307, 1.4041, 0.5105], [-0.1160, -0.7548, -0.2840], [-0.2006, -2.0012, -0.7181], [1.2480, -0.2428, 0.0099], [1.6786, -0.1935, 1.4102], [2.2486, -0.8363, -0.7920], [2.2054, 0.4887, -0.8918], [3.1564, 1.2644, -0.3216], [-3.4102, 0.0942, -0.5271], [-2.9185, -1.1388, 0.8351], [-2.6211, -1.5600, -0.7363], [-0.2717, 1.7273, 1.2325], [-2.0119, 1.6427, 0.9866], [-1.1120, 2.1432, -0.3054], [0.6636, -2.4428, -0.9413], [1.4585, -1.0025, 1.7923], [1.8403, 0.9656, -1.8234], [3.0900, 1.1291, 0.7219]],
  "mulliken_charge": [-1.34, 0.69, -1.42, 0.10, -0.57, 0.66, -0.60, -0.53, 0.09, -0.56, 0.31, 0.24, 0.41, 0.26, 0.50, 0.28, 0.37, 0.34, 0.39, 0.40],
  "lumo_ev": 0.57,
  "homo_lumo_gap_ev": 8.87,
  "homo_energy_ha": -0.30532,
  "smiles": "CC(C)=C(O)[C@@]1(O)O[C@@H]1O"
}

---

Most favorable structure: Q. The second most favorable one is 1.046 eV above it.